ORCA calculation (ωB97M-V/def2-TZVPD) on C13H19N2O6PtS2 as an isolated structure.

Geometry as ORCA input:
```
! wB97M-V def2-TZVPD RIJCOSX def2/J DEFGRID3
* xyz 1 5
Pt -0.537 0.708 0.136
C -2.551 -0.753 2.070
C -3.360 0.195 1.200
N -2.563 1.369 0.815
C -2.409 2.477 1.772
C -1.393 2.237 2.887
S 0.206 1.517 2.345
C 0.220 -0.065 3.257
C -0.161 -1.296 2.431
N -1.233 -1.021 1.459
H -3.103 -1.682 2.226
H -2.385 -0.319 3.054
H -4.275 0.493 1.720
H -3.647 -0.305 0.275
H -2.901 1.758 -0.062
H -3.372 2.715 2.233
H -2.096 3.335 1.181
H -1.783 1.601 3.678
H -1.153 3.197 3.341
H -0.417 0.068 4.130
H 1.236 -0.188 3.627
H -0.456 -2.098 3.115
H 0.696 -1.636 1.857
H -1.290 -1.795 0.804
O -1.242 0.674 -2.118
S -0.479 1.962 -2.074
O -0.362 2.679 -3.289
O -1.123 2.745 -0.935
O 0.847 1.578 -1.427
O 2.862 -0.151 -0.194
C 1.992 -0.827 -0.784
O 0.818 -1.061 -0.430
C 2.577 -1.240 -2.078
C 1.891 -0.912 -3.265
C 2.437 -1.297 -4.463
C 3.674 -1.962 -4.489
C 4.367 -2.257 -3.319
C 3.836 -1.877 -2.106
H 0.939 -0.403 -3.206
H 1.918 -1.088 -5.388
H 4.099 -2.244 -5.444
H 5.320 -2.765 -3.364
H 4.356 -2.066 -1.178
*
```

LUMO level (alpha / beta): -2.5 / -6.5 eV
ΔE to the lowest compared entry with this formula, charge and spin: 0.0 kcal/mol
Orbital gap (alpha / beta): 9.047 / 6.275 eV
Highest occupied orbital energy (alpha / beta): -11.56 / -12.81 eV

natural (NBO) population analysis, charges in e, atoms 1 to 4: 1.3147, -0.2455, -0.2446, -0.5989

ORCA calculation (ωB97M-V/def2-TZVPD) on an isolated ion of composition CClF2O2S and charge -1 in a non-equilibrium geometry.

Geometry as ORCA input:
```
! wB97M-V def2-TZVPD RIJCOSX def2/J DEFGRID3
* xyz -1 1
C -0.518 0.214 0.058
O 1.598 -0.929 1.011
O 1.563 0.392 -1.111
F -0.685 1.438 -0.419
F -0.622 0.321 1.421
S 1.158 -0.849 -0.388
Cl -2.495 -0.586 -0.571
*
```

LUMO level: 3.7 eV
ΔE to the lowest compared entry with this formula, charge and spin: 25.9 kcal/mol
Orbital gap: 8.660 eV
Highest occupied orbital energy: -4.94 eV

natural (NBO) population analysis, charges in e, atoms 1 to 4: 0.6113, -0.9685, -0.9969, -0.3311

ORCA calculation (ωB97M-V/def2-TZVPD) on one molecule with the formula C3H3NOS in a non-equilibrium geometry.

Geometry as ORCA input:
```
! wB97M-V def2-TZVPD RIJCOSX def2/J DEFGRID3
* xyz 0 1
O -3.610 0.827 -0.070
C -2.441 0.868 0.084
C -1.162 0.841 0.099
C -0.292 -0.238 -0.046
N 1.054 -0.001 -0.111
S 1.805 1.495 0.030
H -0.421 1.713 0.098
H -0.600 -1.193 -0.330
H 1.641 -0.766 -0.107
*
```

LUMO level (alpha / beta): -0.4 / -0.4 eV
ΔE to the lowest compared entry with this formula, charge and spin: 47.1 kcal/mol
SMILES string: O=C=C/C=[NH+]\[S-]
Orbital gap (alpha / beta): 7.376 / 7.375 eV
Highest occupied orbital energy (alpha / beta): -7.76 / -7.76 eV

natural (NBO) population analysis, charges in e, atoms 1 to 4: -0.4187, 0.7829, -0.6566, 0.1123

ORCA calculation (ωB97M-V/def2-TZVPD) on a 2-piece molecular cluster, C9H8Cl2NO4 overall in a non-equilibrium geometry.

Geometry as ORCA input:
```
! wB97M-V def2-TZVPD RIJCOSX def2/J DEFGRID3
* xyz -1 1
C -0.221 -1.724 -2.000
C 0.402 -0.460 -1.587
C -0.204 0.858 -1.838
N 1.786 -0.427 -1.802
O 2.352 0.695 -1.800
O 2.391 -1.504 -2.010
H -1.312 -1.602 -2.013
H 0.080 -2.076 -2.999
H 0.040 -2.505 -1.284
H -1.294 0.765 -1.864
H 0.091 1.531 -1.018
H 0.117 1.336 -2.778
Cl -1.867 2.686 3.474
C -1.008 1.506 2.586
C 0.304 1.610 2.309
C 1.075 0.604 1.559
O 2.279 0.730 1.344
C 0.284 -0.592 1.063
Cl 1.250 -2.015 0.922
C -1.028 -0.716 1.398
C -1.801 0.279 2.152
O -2.994 0.134 2.439
H 0.823 2.510 2.639
H -1.545 -1.626 1.109
*
```

LUMO level: 1.4 eV
ΔE to the lowest compared entry with this formula, charge and spin: 5.2 kcal/mol
Orbital gap: 4.939 eV
Highest occupied orbital energy: -3.52 eV

natural (NBO) population analysis, charges in e, atoms 1 to 4: -0.6519, -0.0021, -0.6385, 0.4479

ORCA calculation (ωB97M-V/def2-TZVPD) on C13H14IMnN3S as an isolated structure in a non-equilibrium geometry.

Geometry as ORCA input:
```
! wB97M-V def2-TZVPD RIJCOSX def2/J DEFGRID3
* xyz 2 4
C 1.936 2.821 1.308
C 2.908 1.650 0.948
H 1.622 3.450 0.466
H 2.543 3.489 1.937
H 1.084 2.571 1.957
H 2.720 0.938 0.111
H 3.817 2.128 0.560
H 3.173 1.054 1.826
C -2.261 1.637 -0.043
C -3.578 1.364 -0.419
C -3.862 0.159 -1.067
C -2.825 -0.744 -1.300
H -1.977 2.577 0.432
H -4.352 2.097 -0.196
H -4.881 -0.081 -1.391
H -2.997 -1.697 -1.796
N -1.270 0.752 -0.250
C -1.521 -0.433 -0.865
C -0.402 -1.380 -0.969
N 0.801 -0.973 -0.475
C 1.812 -1.865 -0.379
C 0.451 -3.607 -1.352
C 1.663 -3.198 -0.788
H 2.753 -1.510 0.046
H 2.499 -3.883 -0.654
C -0.579 -2.681 -1.469
H -1.536 -2.938 -1.914
H 0.308 -4.631 -1.694
Mn 0.876 1.125 0.227
I 1.152 2.390 -1.985
S -0.515 -0.867 4.252
C 0.010 -0.146 2.948
N 0.429 0.432 1.986
*
```

LUMO level (alpha / beta): -8.4 / -12.0 eV
ΔE to the lowest compared entry with this formula, charge and spin: 0.0 kcal/mol
Orbital gap (alpha / beta): 6.107 / 2.362 eV
Highest occupied orbital energy (alpha / beta): -14.52 / -14.40 eV

natural (NBO) population analysis, charges in e, atoms 1 to 4: -0.7304, -0.6527, 0.2762, 0.3271